Record 1
Here is 2 unconnected molecules or ions with the total composition C25H39Si at a distorted geometry from the OMol25 dataset. Energies are from ωB97M-V/def2-TZVPD.

```
65
C25H39Si ωB97M-V/def2-TZVPD
C -4.4841 3.4682 3.4209
Si -2.7303 3.7630 4.0686
C -1.8232 4.4714 2.5849
C -2.8521 5.0175 5.4626
H -1.9809 2.5080 4.6411
H -4.9528 4.4322 3.1389
H -4.4770 2.8358 2.5171
H -5.1449 2.9955 4.1628
H -2.4119 5.2794 2.1262
H -0.8466 4.8798 2.8759
H -1.6622 3.6970 1.8225
H -3.5333 5.8385 5.1897
H -3.2380 4.5466 6.3785
H -1.8636 5.4454 5.6813
C -4.3022 -0.8093 1.1933
C -3.7577 -1.0491 2.5750
C -4.1106 -0.1655 3.5922
C -3.5858 -0.2669 4.8839
C -3.9999 0.7274 5.9366
C -2.6557 -1.2988 5.1303
C -1.8644 -1.3387 6.4367
C -2.6923 -1.9444 7.5891
C -1.1608 0.0070 6.7891
C -0.6129 0.7805 5.6252
C 0.7121 1.2852 5.6310
C 1.6469 0.9778 4.5682
C 1.2841 0.0571 3.4418
C 2.9307 1.4901 4.6091
C 3.3872 2.2978 5.6538
C 4.8094 2.7741 5.6584
C 2.4986 2.5579 6.7049
C 1.2014 2.0677 6.7417
C 0.3411 2.4301 7.9132
C -2.4673 -2.3231 4.1855
C -1.7528 -3.6121 4.5336
C -2.9305 -2.1304 2.8829
H -4.1583 -1.6688 0.5265
H -5.3820 -0.5720 1.2300
H -3.8003 0.0626 0.7402
H -4.7990 0.6417 3.3563
H -4.1665 0.2405 6.9173
H -3.2478 1.5284 6.0831
H -4.9524 1.2373 5.6816
H -1.0338 -2.0488 6.2878
H -3.1429 -2.8952 7.2623
H -2.0646 -2.1340 8.4680
H -3.5155 -1.2941 7.8925
H -1.8555 0.6365 7.3564
H -0.3324 -0.2390 7.4649
H -1.1380 0.6568 4.6809
H 2.1086 0.0542 2.7109
H 1.1616 -0.9793 3.7892
H 0.3740 0.3638 2.9038
H 3.6272 1.2224 3.8110
H 4.9737 3.4473 6.5047
H 5.5114 1.9345 5.7445
H 5.0525 3.3036 4.7239
H 2.8661 3.1570 7.5414
H 0.8817 3.1310 8.5541
H -0.5997 2.9130 7.6069
H 0.0856 1.5600 8.5287
H -1.9381 -4.3588 3.7546
H -0.6582 -3.5031 4.5989
H -2.1094 -4.0419 5.4823
H -2.6365 -2.8490 2.1094
```

Results
**Strongest force on any atom**: 2.142 eV Å⁻¹
**E_HOMO**: -11.17 eV
**Net charge**: +1
**Frontier orbital gap**: 0.2103 hartree
**Electronic energy**: -1265.24307 a.u.

Here are the Löwdin charges for atoms 1 to 4, given in e:
1 C -0.213
2 Si 0.544
3 C -0.221
4 C -0.222


Record 2
Here is 9 unconnected molecules or ions with the total composition C34H72BN3O24P at a distorted geometry from the OMol25 dataset. Energies are from ωB97M-V/def2-TZVPD.

```
135
C34H72BN3O24P ωB97M-V/def2-TZVPD
C 1.5453 -1.0232 -0.3841
C 0.3485 -1.1422 -0.5407
C -1.1663 -0.8451 -0.8801
C -1.4148 -0.6068 -2.4657
C -0.0817 -0.1053 -3.1476
B -0.2924 0.5054 -4.6882
C -1.3018 1.8077 -4.6565
C -0.8765 2.9388 -3.5886
C -1.9755 3.0722 -2.4298
N -3.3150 3.4322 -2.9548
N 1.1181 0.7840 -5.2114
C 1.1603 1.6932 -6.3719
C 1.5703 3.2071 -5.9670
P -1.1844 -0.9442 -5.6744
N -0.2696 -2.2890 -5.6738
H 2.6392 -0.7999 -0.3572
H -1.8102 -1.6641 -0.4559
H -1.4865 0.1241 -0.3814
H -2.2662 0.1387 -2.5096
H -1.8187 -1.5717 -2.8878
H 0.4748 0.6908 -2.5745
H 0.5985 -0.9972 -3.2551
H -1.5221 2.2522 -5.6829
H -2.3133 1.4256 -4.2877
H -0.8607 3.9460 -4.1129
H 0.1637 2.7794 -3.1817
H -1.6230 3.9370 -1.7789
H -1.9955 2.1692 -1.7503
H -3.9689 2.6514 -2.9198
H -3.2500 3.8399 -3.8876
H 1.7540 1.0687 -4.4646
H 2.0144 1.3429 -7.0459
H 0.2346 1.6859 -7.0080
H 2.5853 3.5012 -6.3553
H 1.6675 3.1875 -4.8341
H 0.7566 3.9503 -6.2452
H -1.4833 -0.5487 -7.0300
H -2.4237 -1.2708 -5.0290
H 0.6127 -2.1087 -5.1828
C 3.2067 2.9987 2.3601
O 4.5720 3.3612 2.1383
C 5.3251 2.3742 1.6406
O 4.9471 1.2597 1.3823
O 6.5716 2.8402 1.4802
C 7.4898 1.8845 0.9517
H 2.6913 3.8696 2.7635
H 2.7258 2.7167 1.4223
H 3.1371 2.1885 3.0882
H 7.1768 1.5577 -0.0412
H 7.5882 1.0312 1.6250
H 8.4605 2.3711 0.8660
C -5.3768 -6.4563 -2.3492
O -4.2794 -6.7199 -3.2196
C -3.6976 -5.6148 -3.7271
O -4.0273 -4.4783 -3.5052
O -2.6934 -6.0025 -4.5164
C -1.9721 -4.9224 -5.1339
H -5.7628 -7.4151 -2.0044
H -5.0506 -5.8818 -1.4807
H -6.1732 -5.9326 -2.8811
H -1.5077 -4.2855 -4.3820
H -2.6291 -4.3394 -5.7795
H -1.1857 -5.3570 -5.7478
C 4.9837 -0.9159 3.1322
O 4.0224 -1.2394 4.1410
C 4.5275 -1.3285 5.3750
O 5.6814 -1.1633 5.6839
O 3.5249 -1.6341 6.2133
C 3.9209 -1.7618 7.5768
H 4.4637 -0.8706 2.1795
H 5.4313 0.0565 3.3274
H 5.7518 -1.6898 3.0708
H 4.3283 -0.8205 7.9498
H 4.6465 -2.5684 7.6934
H 3.0327 -2.0087 8.1573
C 1.4564 3.0775 -11.5226
O 2.7641 3.5572 -11.8380
C 3.3949 4.1419 -10.8107
O 2.9559 4.2823 -9.7001
O 4.6025 4.5432 -11.2377
C 5.3894 5.1874 -10.2380
H 1.0438 2.6262 -12.4241
H 1.5033 2.3153 -10.7434
H 0.8076 3.9001 -11.2181
H 5.5898 4.5077 -9.4082
H 4.8953 6.0932 -9.8830
H 6.3388 5.4668 -10.6939
C -1.5736 -7.4061 -1.2443
O -2.5227 -7.7487 -0.2309
C -2.0060 -7.8415 0.9993
O -0.8531 -7.6663 1.2999
O -2.9989 -8.1652 1.8436
C -2.5892 -8.2985 3.2024
H -2.1028 -7.3587 -2.1944
H -1.1348 -6.4270 -1.0453
H -0.7967 -8.1687 -1.3186
H -2.1895 -7.3554 3.5787
H -1.8531 -9.0975 3.3064
H -3.4692 -8.5601 3.7890
C -0.8674 6.4509 7.2856
O 0.4234 6.0500 7.7436
C 1.1906 5.4883 6.7993
O 0.8800 5.3087 5.6499
O 2.3641 5.1611 7.3577
C 3.2863 4.5479 6.4583
H -1.3962 6.8896 8.1309
H -0.7809 7.2046 6.5015
H -1.4350 5.5892 6.9309
H 3.5369 5.2265 5.6413
H 2.8816 3.6113 6.0710
H 4.1964 4.3267 7.0143
C -5.4360 1.5968 4.2150
O -4.1416 1.1911 4.6561
C -3.3866 0.6262 3.7008
O -3.7111 0.4480 2.5568
O -2.2083 0.2958 4.2483
C -1.2917 -0.3219 3.3406
H -5.9524 2.0369 5.0674
H -5.3565 2.3507 3.4303
H -6.0112 0.7375 3.8668
H -1.0426 0.3529 2.5205
H -1.6975 -1.2589 2.9569
H -0.3781 -0.5439 3.8914
C -5.4112 -2.0016 9.7217
O -4.3155 -2.2821 8.8543
C -3.7265 -1.1897 8.3413
O -4.0474 -0.0481 8.5559
O -2.7246 -1.5915 7.5534
C -1.9998 -0.5250 6.9319
H -5.8062 -2.9539 10.0739
H -5.0804 -1.4226 10.5856
H -6.2024 -1.4751 9.1854
H -1.5325 0.1121 7.6858
H -2.6514 0.0561 6.2894
H -1.2154 -0.9674 6.3202
```

Results
**Strongest force on any atom**: 2.446 eV Å⁻¹
**E_HOMO**: -4.05 eV
**Net charge**: -1
**Frontier orbital gap**: 0.2075 hartree
**Electronic energy**: -3674.89991 a.u.

Here are the Löwdin charges for atoms 1 to 4, given in e:
1 C 0.044
2 C -0.144
3 C -0.181
4 C -0.214


Record 3
Here is a single C4H5FO2 molecule at a distorted geometry from the OMol25 dataset. Energies are from ωB97M-V/def2-TZVPD.

```
12
C4H5FO2 ωB97M-V/def2-TZVPD
C -0.8348 0.7002 -0.8461
C 0.1113 0.0388 -1.5706
C -0.4548 0.7148 0.6767
C 0.2636 -0.5287 1.0314
O 1.1639 -0.6214 -1.2361
O 1.2709 -0.7716 1.7767
F -0.3679 -1.6571 0.7421
H -1.6508 1.2451 -1.1802
H -0.0090 0.1813 -2.6712
H 0.2182 1.5994 0.8069
H -1.4533 0.6945 1.1428
H 1.7426 -1.5954 1.3277
```

Results
**Strongest force on any atom**: 4.037 eV Å⁻¹
**E_HOMO (alpha / beta)**: -7.63 / -7.63 eV
**Net charge**: 0
**Relative energy (zero: lowest compared OMol25 entry of this formula, charge and spin)**: 78.6 kcal/mol
**Frontier orbital gap (alpha / beta)**: 0.2631 / 0.2631 hartree
**Electronic energy**: -405.64194 a.u.

Here are the Löwdin charges for atoms 1 to 4, given in e:
1 C -0.104
2 C -0.395
3 C -0.088
4 C -0.337


Record 4
Here is a molecular structure, C20H25BrCaCl5F3IN3O8PS3 at a distorted geometry from the OMol25 dataset. Energies are from ωB97M-V/def2-TZVPD.

```
71
C20H25BrCaCl5F3IN3O8PS3 ωB97M-V/def2-TZVPD
C 2.7927 -1.6115 -0.6881
C 3.6824 -0.6558 0.1342
C 2.8689 0.6291 0.3893
O 1.6772 0.2402 1.0593
C 1.4601 0.7803 2.3091
O 2.2212 0.6786 3.2142
C 0.1265 1.5156 2.4372
S -1.1981 0.2747 2.5342
N -1.6187 -0.1866 0.9286
C -1.2424 0.5977 -0.1285
C -1.7107 -0.0907 -1.2072
P -1.3101 0.6652 -2.8466
O -1.3580 2.3221 -2.7274
I 1.1266 0.1541 -2.9813
N -2.3864 -1.2551 -0.8604
C -3.0400 -2.2210 -1.7550
C -2.2859 -2.5248 -3.0679
C -0.7839 -2.8770 -2.8953
Cl -0.5029 -4.6692 -3.0304
C -2.2991 -1.2850 0.4924
S -2.9576 -2.6596 1.5300
O -3.0822 -2.3031 2.8967
O -4.1269 -3.2484 0.9775
C -1.6470 -3.9917 1.5013
F -0.4208 -3.5060 1.7166
F -1.6840 -4.7134 0.3820
F -1.9260 -4.8313 2.4994
O 4.8674 -0.3190 -0.6577
C 5.8881 -1.1266 -0.4161
O 6.4900 -1.1872 0.6008
C 6.3650 -2.0447 -1.5892
S 5.0777 -2.0516 -2.9378
H 1.8382 -1.8401 -0.1951
H 2.5581 -1.1185 -1.6515
H 3.2988 -2.5788 -0.8751
H 3.9884 -1.1033 1.0923
H 3.4359 1.3654 0.9776
H 2.5950 1.0234 -0.6034
H 0.0666 2.1913 1.5694
H 0.1092 2.1409 3.3426
H -0.7042 1.5343 -0.1432
H -0.6656 2.6306 -2.1233
H -4.0496 -1.8309 -1.9659
H -3.1476 -3.1640 -1.2003
H -2.7735 -3.4151 -3.5053
H -2.4595 -1.7177 -3.8018
H -0.4100 -2.4958 -1.9375
H -0.2480 -2.4531 -3.7540
H 6.5173 -3.1213 -1.2685
H 7.3397 -1.6784 -2.0306
H 5.4585 -1.2111 -3.9445
Br -4.2159 0.0018 1.4271
O 4.0339 -0.9302 -3.6166
H 4.6785 -0.5237 -4.2075
N -1.1001 3.9961 4.5132
C -1.1333 5.2590 4.9423
C -1.9858 5.7110 5.9360
C -2.8570 4.8031 6.5164
C -2.8408 3.4877 6.0849
C -1.9465 3.1395 5.0871
H -0.4362 5.9331 4.4570
H -1.9680 6.7466 6.2467
H -3.5400 5.1175 7.2955
H -3.5052 2.7493 6.5118
H -1.8917 2.1229 4.7175
Ca 7.1549 -3.8347 -3.2896
C -4.0517 2.9138 -5.6833
Cl -2.7879 4.1247 -5.4304
Cl -4.6154 2.3115 -4.1184
Cl -5.4046 3.6464 -6.5548
Cl -3.3979 1.5685 -6.6304
```

Results
**Strongest force on any atom**: 6.019 eV Å⁻¹
**E_HOMO**: -9.24 eV
**Net charge**: +1
**Frontier orbital gap**: 0.1209 hartree
**Electronic energy**: -9228.46920 a.u.

Here are the Löwdin charges for atoms 1 to 4, given in e:
1 C -0.102
2 C -0.259
3 C -0.124
4 O -0.057


Look up the electronic energy of the fourth one.
-9228.46920 a.u.